Model a:
# C5H5P

One molecule with the formula C5H5P (ωB97M-V with the def2-TZVPD basis set, OMol25).

Positions of all 11 atoms, in Å:
H: -0.739 -2.252 -0.142
P: -2.389 -0.189 0.041
H: 1.127 -0.670 -1.544
C: 0.354 -0.483 -0.736
C: 0.277 -0.496 0.715
H: -1.859 2.084 -0.281
H: 0.974 -0.737 1.471
C: -0.822 -1.129 -0.034
H: 0.718 1.554 0.082
C: -1.410 1.175 -0.089
C: 0.063 0.798 0.073

* SMILES string: C1=P[C@H]2[C@H]3[C@@H]1[C@@H]23
* frontier orbital gap: 9.0 eV

---

Model b:
# C5H5P

One molecule with the formula C5H5P (ωB97M-V with the def2-TZVPD basis set, OMol25).

Positions of all 11 atoms, in Å:
H: -0.821 2.302 0.087
H: -1.285 0.490 -1.546
C: -0.285 1.457 0.156
P: 2.761 0.136 -0.145
C: -0.534 0.359 -0.822
C: -0.814 0.258 0.691
C: 0.030 -0.768 -0.072
H: -1.847 0.196 1.149
H: 1.689 -1.824 0.711
H: -0.389 -1.773 -0.394
C: 1.493 -0.833 0.185

* frontier orbital gap (spin up / spin down): 8.2 / 6.9 eV

---

Energy ordering: model a at the bottom, the next structure 2.646 eV above.

---

Model a:
# C5H10N2O3S

One molecule with the formula C5H10N2O3S (ωB97M-V with the def2-TZVPD basis set, OMol25).

Positions of all 21 atoms, in Å:
O: 2.176 1.189 -2.332
H: -1.526 1.822 -0.637
N: 1.844 -0.829 -1.311
C: 0.412 0.505 0.768
O: 1.238 -0.457 1.327
H: -2.158 1.612 1.003
H: -2.870 0.722 -0.340
H: -0.803 -0.602 -0.613
H: 1.000 2.156 -0.443
H: 1.428 -1.114 0.636
N: 1.074 1.153 -0.367
H: -2.499 -1.348 1.086
C: 1.720 0.562 -1.393
H: -0.863 -1.855 1.512
H: -1.596 -0.481 2.334
C: -0.961 -0.048 0.319
H: 0.271 1.268 1.539
C: -1.936 1.101 0.067
O: 2.778 -2.893 -2.174
S: 2.786 -1.467 -2.363
C: -1.514 -0.995 1.380

* frontier orbital gap: 8.4 eV

---

Model b:
# C5H10N2O3S

One molecule with the formula C5H10N2O3S (ωB97M-V with the def2-TZVPD basis set, OMol25).

Positions of all 21 atoms, in Å:
N: -1.665 -1.335 1.448
H: -0.441 -3.142 -0.700
C: -0.675 -0.097 -1.826
C: 1.546 0.973 -1.337
C: -0.703 -0.030 -0.308
N: -0.919 -1.276 0.319
O: 1.645 -0.177 1.077
H: 1.034 -2.111 -0.053
H: -0.166 -1.032 -2.137
O: -2.312 -0.310 1.644
O: 0.627 2.134 0.807
H: 2.146 0.120 -1.468
H: 0.549 0.943 -3.265
H: -0.075 -3.016 1.180
C: -0.014 -2.464 0.151
S: 0.862 0.790 0.295
H: 2.128 1.885 -1.362
H: -1.471 0.669 0.086
H: -1.639 -0.064 -2.299
C: 0.299 0.985 -2.237
H: -0.167 1.990 -1.950

* SMILES string: CN(N=O)[C@@H]1CCCS1(=O)=O
* frontier orbital gap: 10.1 eV

---

Energy ordering: model a at the bottom, the next structure 2.922 eV above.

---

Model a:
# C6H12O2

C6H12O2 as an isolated structure (ωB97M-V with the def2-TZVPD basis set, OMol25).

Positions of all 20 atoms, in Å:
C: -1.203 -0.107 -0.286
C: -0.948 -1.529 -0.066
H: 0.544 -1.170 0.143
H: 1.559 2.692 -1.625
H: 2.508 0.925 0.727
O: 2.549 0.697 -0.214
H: -1.924 0.358 0.380
H: -0.159 2.296 -1.438
H: -2.365 -2.069 1.430
C: 1.229 0.784 -0.705
C: 0.280 0.142 0.346
H: -1.283 0.186 -1.328
C: -1.286 -2.115 1.261
O: 0.355 0.506 1.545
C: 0.822 2.233 -0.967
H: -0.903 -2.175 -0.937
H: 0.792 2.786 -0.028
H: -0.947 -3.145 1.356
H: 1.195 0.197 -1.627
H: -0.814 -1.491 2.034

* frontier orbital gap: 9.1 eV

---

Model b:
# C6H12O2

One molecule with the formula C6H12O2 (ωB97M-V with the def2-TZVPD basis set, OMol25).

Positions of all 20 atoms, in Å:
H: 0.337 0.282 0.223
H: -1.087 1.635 1.313
C: -1.432 0.915 0.635
C: -1.098 -0.705 0.789
O: 1.326 -1.348 0.811
H: -2.534 0.975 0.854
C: 1.933 -0.539 -0.224
C: 0.776 0.385 -0.903
H: -0.394 -1.976 -0.527
H: 0.124 -0.314 -1.413
H: -0.207 2.524 -2.079
H: 0.526 2.564 -0.386
C: 0.033 1.851 -1.070
H: -1.005 -0.777 1.928
H: 2.172 -1.208 -1.018
C: -0.013 -1.870 0.420
H: -2.013 -1.404 0.783
H: -0.498 -2.746 1.014
O: -1.243 1.376 -0.671
H: 2.724 0.001 0.311

* SMILES string: C1COCCCOC1
* frontier orbital gap: 10.1 eV

---

Model c:
# C6H12O2

A 2-piece molecular cluster, C6H12O2 overall (ωB97M-V with the def2-TZVPD basis set, OMol25).

Positions of all 20 atoms, in Å:
H: -0.872 0.909 0.548
H: 0.098 -0.357 -1.138
C: -0.991 -1.498 1.884
C: -1.996 -0.398 1.755
C: 0.610 0.549 -1.450
H: 3.669 -0.384 -0.797
H: -2.227 2.541 0.710
H: 3.121 -0.981 -2.354
H: -2.869 -0.445 2.396
H: -1.074 1.253 -1.995
C: 1.921 0.591 -1.587
C: -1.758 0.754 1.151
H: 2.394 1.470 -2.005
O: -2.605 1.821 1.220
H: -1.318 -2.406 1.367
O: -0.213 1.610 -1.757
H: -0.819 -1.768 2.924
C: 2.781 -0.627 -1.377
H: -0.049 -1.216 1.415
H: 2.195 -1.418 -0.912

* SMILES string: C/C=C/O.C/C=C/O
* frontier orbital gap: 9.3 eV

---

Energy ordering: model c at the bottom, the next structure 1.326 eV above.

---

Model a:
# C4H8O3

One molecule with the formula C4H8O3 (ωB97M-V with the def2-TZVPD basis set, OMol25).

Positions of all 15 atoms, in Å:
C: -1.301 1.016 -0.773
H: -1.396 0.439 1.294
H: -1.111 0.539 -1.766
H: 2.692 -0.820 0.932
H: -1.736 -1.828 -0.156
H: 2.881 0.953 0.668
C: -1.274 -0.056 0.319
C: 2.377 0.035 0.347
O: -2.238 -1.047 0.130
O: 0.325 -1.815 -0.041
O: 1.003 0.227 0.707
H: -0.571 1.785 -0.422
C: 0.102 -0.682 0.321
H: 2.577 -0.141 -0.733
H: -2.331 1.395 -0.828

* SMILES string: COC(=O)[C@@H](C)O
* frontier orbital gap: 11.3 eV

---

Model b:
# C4H8O3

A 2-piece molecular cluster, C4H8O3 overall (ωB97M-V with the def2-TZVPD basis set, OMol25).

Positions of all 15 atoms, in Å:
C: 1.912 -1.519 1.051
H: -0.173 1.110 -1.235
O: -2.202 0.910 -1.386
C: 0.875 -0.496 1.413
O: -0.939 2.168 -2.754
H: 2.866 -1.046 0.790
O: -1.293 0.436 1.236
C: -1.125 1.344 -1.727
H: 2.108 -2.206 1.884
C: -0.338 -0.462 0.867
H: 1.593 -2.123 0.194
H: 1.116 0.237 2.181
H: -1.813 2.352 -3.140
H: -1.956 0.476 0.529
H: -0.629 -1.181 0.096

* SMILES string: C/C=C/O.O=CO
* frontier orbital gap: 9.1 eV

---

Energy ordering: model a at the bottom, the next structure 0.356 eV above.